{
  "formula": "C22H34N2O2",
  "method": "ωB97M-V/def2-TZVPD",
  "smiles": "CCOc1ccc(C(=O)NCC2CCN(CC3CCCCC3)CC2)cc1",
  "e_tot_ha": -1118.730496,
  "relative_energy_kj_mol": 113.5,
  "e_lumo_ev": 0.733,
  "symbols": ["C", "C", "O", "C", "C", "C", "C", "C", "O", "N", "C", "C", "C", "C", "N", "C", "C", "C", "C", "C", "C", "C", "C", "C", "C", "C", "H", "H", "H", "H", "H", "H", "H", "H", "H", "H", "H", "H", "H", "H", "H", "H", "H", "H", "H", "H", "H", "H", "H", "H", "H", "H", "H", "H", "H", "H", "H", "H", "H", "H"],
  "xyz": [[9.579, 0.012, -0.370], [8.752, 1.180, -0.899], [7.783, 1.625, 0.029], [6.640, 0.917, 0.217], [6.245, -0.200, -0.514], [5.035, -0.815, -0.245], [4.199, -0.342, 0.758], [2.897, -0.977, 1.108], [2.442, -0.955, 2.236], [2.263, -1.588, 0.074], [0.949, -2.169, 0.207], [-0.125, -1.357, -0.525], [-1.482, -2.051, -0.446], [-2.548, -1.206, -1.135], [-2.643, 0.097, -0.506], [-3.774, 0.869, -0.987], [-5.099, 0.411, -0.369], [-6.254, 1.281, -0.867], [-7.574, 0.825, -0.252], [-7.500, 0.871, 1.272], [-6.345, 0.009, 1.775], [-5.029, 0.469, 1.156], [-1.385, 0.806, -0.638], [-0.271, 0.042, 0.070], [4.610, 0.762, 1.504], [5.804, 1.388, 1.234], [10.060, 0.296, 0.562], [10.342, -0.255, -1.095], [8.951, -0.855, -0.180], [8.283, 0.926, -1.858], [9.397, 2.050, -1.053], [6.868, -0.605, -1.296], [4.769, -1.697, -0.811], [2.618, -1.465, -0.860], [0.733, -2.200, 1.277], [0.968, -3.193, -0.183], [0.164, -1.266, -1.581], [-1.757, -2.180, 0.602], [-1.437, -3.036, -0.915], [-3.514, -1.707, -1.053], [-2.305, -1.112, -2.213], [-3.850, 0.834, -2.090], [-3.611, 1.912, -0.702], [-5.300, -0.623, -0.668], [-6.315, 1.230, -1.957], [-6.066, 2.321, -0.591], [-8.387, 1.464, -0.605], [-7.789, -0.197, -0.573], [-8.442, 0.522, 1.700], [-7.347, 1.903, 1.595], [-6.285, 0.067, 2.863], [-6.529, -1.034, 1.506], [-4.822, 1.496, 1.465], [-4.205, -0.156, 1.500], [-1.495, 1.792, -0.178], [-1.113, 0.954, -1.701], [-0.515, -0.045, 1.129], [0.665, 0.598, -0.018], [3.970, 1.113, 2.298], [6.125, 2.249, 1.799]],
  "forces_ev_per_a": [[-0.31, 0.28, -0.01], [0.37, -0.23, -0.21], [-0.23, 0.05, 0.22], [-0.21, -0.02, 0.11], [0.36, 0.15, -0.17], [-0.23, 0.08, 0.20], [0.23, 0.08, 0.03], [0.09, -0.13, -0.22], [-0.08, 0.15, 0.25], [-0.01, -0.10, -0.28], [-0.26, -0.05, -0.11], [0.03, -0.10, 0.45], [0.10, 0.13, -0.37], [-0.05, -0.24, 0.21], [0.09, 0.11, -0.15], [-0.23, -0.21, 0.05], [0.26, 0.47, 0.02], [-0.05, -0.42, -0.10], [0.02, 0.33, 0.08], [-0.10, -0.33, -0.07], [0.03, 0.35, 0.10], [-0.14, -0.48, -0.11], [0.18, 0.04, 0.24], [0.00, 0.06, -0.39], [-0.04, -0.12, -0.07], [0.18, -0.01, -0.11], [0.07, 0.00, 0.07], [0.09, -0.06, -0.07], [0.01, -0.10, 0.00], [0.02, 0.09, 0.08], [-0.12, -0.13, -0.06], [0.09, -0.01, -0.03], [-0.02, -0.07, -0.04], [0.06, 0.08, 0.13], [-0.04, -0.08, -0.10], [-0.05, 0.04, 0.09], [-0.02, 0.00, -0.03], [-0.03, -0.06, 0.09], [0.00, -0.07, 0.02], [0.01, 0.00, -0.08], [-0.05, 0.01, 0.03], [0.03, 0.06, 0.03], [-0.01, 0.02, -0.03], [-0.03, -0.05, -0.02], [0.03, 0.08, -0.05], [0.04, 0.11, -0.01], [-0.05, -0.07, -0.04], [-0.06, -0.05, -0.05], [-0.03, 0.08, 0.04], [-0.03, 0.08, 0.05], [-0.01, -0.10, 0.02], [-0.01, -0.09, 0.03], [0.08, 0.13, 0.03], [0.05, 0.08, 0.05], [-0.01, 0.00, -0.08], [-0.02, 0.04, 0.03], [0.02, 0.01, 0.10], [0.03, 0.01, 0.04], [-0.05, 0.03, 0.08], [0.03, 0.10, 0.07]],
  "lowdin_charge": [-0.063, -0.247, -0.047, -0.265, -0.017, -0.029, -0.146, -0.463, 0.065, 0.065, -0.153, -0.322, -0.145, -0.190, -0.175, -0.179, -0.326, -0.177, -0.206, -0.213, -0.203, -0.169, -0.193, -0.139, -0.008, 0.011, 0.080, 0.077, 0.067, 0.115, 0.123, 0.104, 0.112, 0.132, 0.127, 0.126, 0.144, 0.125, 0.116, 0.114, 0.128, 0.129, 0.124, 0.134, 0.114, 0.120, 0.106, 0.113, 0.106, 0.112, 0.107, 0.113, 0.123, 0.109, 0.120, 0.128, 0.129, 0.116, 0.120, 0.120]
}

{
  "formula": "C18H38N2O8",
  "method": "ωB97M-V/def2-TZVPD",
  "smiles": "CCOC(C)=O.CCOC(C)=O.CCOC(C)=O.CN(C)C=O.CN(C)C=O",
  "e_tot_ha": -1420.107167,
  "relative_energy_kj_mol": 0.0,
  "e_lumo_ev": 0.253,
  "symbols": ["C", "C", "O", "C", "C", "O", "H", "H", "H", "H", "H", "H", "H", "H", "C", "C", "O", "C", "C", "O", "H", "H", "H", "H", "H", "H", "H", "H", "C", "C", "O", "C", "C", "O", "H", "H", "H", "H", "H", "H", "H", "H", "C", "N", "C", "C", "O", "H", "H", "H", "H", "H", "H", "H", "C", "N", "C", "C", "O", "H", "H", "H", "H", "H", "H", "H"],
  "xyz": [[4.711, -16.530, -18.026], [4.479, -17.615, -17.001], [3.430, -18.465, -17.467], [3.430, -19.733, -17.035], [2.354, -20.525, -17.718], [4.251, -20.182, -16.276], [5.462, -15.840, -17.643], [3.786, -16.011, -18.260], [5.111, -16.982, -18.935], [5.385, -18.177, -16.769], [4.204, -17.196, -16.025], [2.553, -20.534, -18.788], [1.379, -20.076, -17.524], [2.328, -21.546, -17.347], [-3.714, -20.876, -15.499], [-3.304, -22.323, -15.253], [-1.970, -22.461, -14.765], [-1.774, -22.129, -13.473], [-0.327, -22.317, -13.087], [-2.651, -21.728, -12.757], [-4.454, -20.807, -16.293], [-2.840, -20.280, -15.773], [-4.113, -20.398, -14.603], [-4.021, -22.828, -14.604], [-3.338, -22.866, -16.198], [-0.116, -23.370, -12.915], [-0.142, -21.752, -12.179], [0.271, -21.913, -13.902], [10.904, -30.350, -14.695], [10.274, -30.282, -13.332], [9.439, -29.123, -13.144], [8.309, -29.078, -13.868], [7.491, -27.850, -13.556], [7.981, -29.958, -14.627], [11.147, -29.347, -15.064], [10.226, -30.792, -15.416], [11.859, -30.874, -14.658], [9.636, -31.158, -13.183], [11.006, -30.237, -12.532], [6.509, -28.032, -13.987], [7.855, -26.910, -13.951], [7.375, -27.843, -12.472], [2.353, -24.133, -15.347], [3.769, -24.377, -15.162], [4.647, -23.293, -15.486], [4.222, -25.469, -14.507], [5.355, -25.623, -14.093], [2.166, -23.966, -16.417], [2.045, -23.210, -14.854], [1.756, -24.989, -15.048], [5.656, -23.459, -15.117], [4.716, -23.142, -16.570], [4.314, -22.340, -15.071], [3.478, -26.269, -14.377], [7.627, -24.224, -18.327], [8.579, -24.940, -19.167], [9.970, -24.602, -18.971], [8.167, -25.677, -20.235], [8.867, -26.044, -21.150], [6.608, -24.594, -18.426], [7.665, -23.155, -18.536], [7.925, -24.437, -17.297], [10.199, -24.660, -17.905], [10.602, -25.328, -19.479], [10.220, -23.612, -19.361], [7.100, -25.950, -20.156]],
  "forces_ev_per_a": [[0.24, -0.45, -0.03], [0.34, 0.45, 0.82], [-0.10, -0.10, -0.01], [0.40, -0.19, -0.34], [-0.28, -0.09, 0.30], [-0.15, 0.08, 0.17], [-0.11, 0.14, -0.02], [0.01, 0.14, 0.01], [-0.09, 0.11, -0.08], [-0.06, -0.23, -0.43], [-0.32, 0.03, -0.20], [-0.13, 0.08, -0.06], [0.05, 0.09, -0.21], [0.18, -0.01, 0.05], [0.30, 0.28, 0.45], [-0.82, 0.05, -0.55], [0.13, -0.09, 0.11], [-0.02, -0.06, -0.02], [-0.42, 0.49, -0.02], [0.03, -0.05, 0.07], [-0.01, -0.04, -0.04], [-0.04, -0.13, -0.25], [-0.07, -0.18, 0.00], [0.21, 0.09, 0.26], [0.36, -0.01, 0.03], [0.08, -0.04, -0.13], [0.04, -0.07, 0.05], [0.23, -0.22, 0.06], [0.41, 0.57, -0.46], [-0.62, -0.36, 0.19], [0.29, 0.18, 0.01], [-0.01, 0.14, -0.18], [-0.60, -1.05, 0.01], [0.02, 0.11, 0.08], [-0.07, -0.02, 0.16], [0.09, -0.16, -0.05], [-0.13, -0.28, -0.01], [0.16, 0.00, 0.10], [0.04, 0.14, 0.03], [0.00, 0.18, -0.02], [0.34, 0.01, 0.14], [0.09, 0.49, 0.00], [0.29, 0.07, -1.05], [-0.42, -0.25, 0.43], [0.59, 0.74, -0.30], [0.33, -0.13, 0.27], [0.03, 0.06, -0.23], [-0.09, -0.08, 0.09], [-0.03, -0.16, 0.34], [0.01, 0.03, 0.24], [-0.08, -0.33, 0.10], [-0.12, -0.08, 0.03], [-0.20, -0.09, 0.06], [-0.29, 0.18, -0.02], [0.58, -0.68, 0.35], [-0.53, 0.04, -0.21], [0.21, -0.24, -0.15], [-0.03, 0.21, 0.33], [0.20, -0.17, -0.05], [0.03, -0.06, -0.34], [-0.08, 0.09, 0.12], [-0.16, 0.42, 0.11], [-0.02, 0.19, 0.00], [-0.13, -0.01, -0.12], [-0.05, 0.06, 0.10], [-0.03, 0.15, -0.10]],
  "lowdin_charge": [-0.066, -0.236, -0.006, -0.533, 0.031, 0.093, 0.080, 0.078, 0.080, 0.118, 0.128, 0.095, 0.092, 0.066, -0.069, -0.227, -0.022, -0.538, 0.023, 0.111, 0.074, 0.081, 0.072, 0.123, 0.117, 0.091, 0.089, 0.073, -0.079, -0.220, -0.020, -0.539, 0.014, 0.093, 0.087, 0.071, 0.076, 0.122, 0.117, 0.073, 0.083, 0.092, -0.052, -0.190, -0.057, -0.329, 0.008, 0.086, 0.072, 0.087, 0.087, 0.089, 0.076, 0.136, -0.063, -0.207, -0.055, -0.351, 0.021, 0.079, 0.089, 0.086, 0.087, 0.088, 0.093, 0.132]
}